(1)
{"formula": "C58H55N9O20", "method": "ωB97M-V/def2-TZVPD", "homo_energy_ev": -9.7226, "gap_ev": 8.66, "multiplicity": 1, "smiles": "O=[N+]([O-])c1ccccc1.O=[N+]([O-])c1ccccc1.O=[N+]([O-])c1ccccc1.O=[N+]([O-])c1ccccc1.O=[N+]([O-])c1ccccc1.O=[N+]([O-])c1ccccc1.O=[N+]([O-])c1ccccc1.O=[N+]([O-])c1ccccc1.O=[N+]([O-])c1ccccc1.COCCOC", "total_energy_ev": -115369.614, "total_charge": 0, "species": ["O", "N", "O", "C", "C", "C", "C", "C", "C", "H", "H", "H", "H", "H", "O", "N", "O", "C", "C", "C", "C", "C", "C", "H", "H", "H", "H", "H", "O", "N", "O", "C", "C", "C", "C", "C", "C", "H", "H", "H", "H", "H", "O", "N", "O", "C", "C", "C", "C", "C", "C", "H", "H", "H", "H", "H", "O", "N", "O", "C", "C", "C", "C", "C", "C", "H", "H", "H", "H", "H", "O", "N", "O", "C", "C", "C", "C", "C", "C", "H", "H", "H", "H", "H", "O", "N", "O", "C", "C", "C", "C", "C", "C", "H", "H", "H", "H", "H", "O", "N", "O", "C", "C", "C", "C", "C", "C", "H", "H", "H", "H", "H", "O", "N", "O", "C", "C", "C", "C", "C", "C", "H", "H", "H", "H", "H", "C", "O", "C", "C", "O", "C", "H", "H", "H", "H", "H", "H", "H", "H", "H", "H"], "coordinates": [[20.64513, -15.90700, 12.22757], [21.87694, -16.08399, 12.14461], [22.36220, -17.02577, 11.54640], [22.77744, -15.27171, 13.03690], [22.26081, -14.48080, 14.04227], [23.10002, -13.73731, 14.89593], [24.49886, -13.86132, 14.71922], [25.03198, -14.80740, 13.86336], [24.17386, -15.46859, 12.93382], [21.20459, -14.28161, 14.14778], [22.64662, -13.07985, 15.62297], [25.19373, -13.32882, 15.35167], [26.09366, -14.98780, 13.78154], [24.50887, -16.12524, 12.14453], [15.95443, -17.03026, 3.85907], [17.02950, -16.82941, 4.40269], [17.71803, -15.91296, 4.03616], [17.37712, -17.60809, 5.62419], [18.67283, -17.51266, 6.21045], [18.97209, -18.26817, 7.32405], [17.93783, -18.95534, 8.01720], [16.68088, -18.97467, 7.42165], [16.39394, -18.35558, 6.23193], [19.33750, -16.81865, 5.71754], [19.98516, -18.26448, 7.69832], [18.14886, -19.60322, 8.85512], [15.90967, -19.55967, 7.90064], [15.42376, -18.41583, 5.76125], [30.72591, -17.88057, 12.41218], [30.13412, -18.66511, 13.14485], [28.90984, -18.82071, 13.24294], [30.95347, -19.54287, 13.97860], [32.37967, -19.43056, 13.96312], [33.21397, -20.18466, 14.88324], [32.60162, -21.03646, 15.83257], [31.27094, -21.22031, 15.75714], [30.41665, -20.48435, 14.85157], [32.71677, -18.66338, 13.28180], [34.27581, -19.98787, 14.87010], [33.17605, -21.61059, 16.54448], [30.74522, -21.91251, 16.39813], [29.35535, -20.68444, 14.85274], [25.94174, -17.28191, 8.58876], [25.40298, -16.42540, 7.94535], [24.51882, -16.51529, 7.15610], [25.92458, -15.03333, 8.20599], [27.09612, -14.77904, 8.88943], [27.54006, -13.47180, 9.03991], [26.80932, -12.39092, 8.57513], [25.69320, -12.68072, 7.82986], [25.18561, -13.97554, 7.67857], [27.70345, -15.60205, 9.23616], [28.41043, -13.29348, 9.65396], [27.06730, -11.35337, 8.72796], [25.11939, -11.87471, 7.39687], [24.33199, -14.19287, 7.05368], [19.10398, -21.63563, 12.96719], [19.53610, -21.71481, 14.15471], [18.78878, -22.06019, 15.06400], [20.95640, -21.43712, 14.38863], [21.49560, -21.38494, 15.68935], [22.82011, -20.93878, 15.86932], [23.64523, -20.67238, 14.75641], [23.10287, -20.75434, 13.52655], [21.79881, -21.10647, 13.34619], [21.05730, -21.71452, 16.61977], [23.17466, -20.96709, 16.88908], [24.65650, -20.30162, 14.83550], [23.71911, -20.44620, 12.69486], [21.40178, -21.02197, 12.34538], [25.75886, -16.27673, 18.97514], [24.85758, -16.91723, 19.51038], [23.69501, -16.47125, 19.59845], [25.09387, -18.23787, 20.11443], [24.08923, -18.95853, 20.77244], [24.38867, -20.20849, 21.32673], [25.67786, -20.67882, 21.42709], [26.67263, -19.95406, 20.76981], [26.36739, -18.80263, 20.03062], [23.04993, -18.66494, 20.76525], [23.62039, -20.78413, 21.82151], [25.86415, -21.63131, 21.90085], [27.68919, -20.31179, 20.69876], [27.12997, -18.39574, 19.38308], [31.99141, -17.57158, 18.86393], [32.85320, -16.71547, 18.65534], [33.96993, -16.91091, 19.00229], [32.39764, -15.42077, 18.12572], [31.07792, -15.29955, 17.60400], [30.71520, -14.06532, 17.06269], [31.59147, -13.00611, 17.04259], [32.86769, -13.12814, 17.52705], [33.30954, -14.34402, 18.10840], [30.41154, -16.14777, 17.55066], [29.69666, -14.00054, 16.70945], [31.32571, -12.08599, 16.54342], [33.57368, -12.31297, 17.46832], [34.32005, -14.43298, 18.47901], [15.76552, -9.46526, 8.63977], [15.73648, -10.04395, 9.72775], [15.91382, -9.55006, 10.82100], [15.55768, -11.50420, 9.64468], [16.18216, -12.33508, 10.61567], [16.02911, -13.68847, 10.52201], [15.19609, -14.26060, 9.54455], [14.67835, -13.49584, 8.50131], [14.83049, -12.13307, 8.58858], [16.77753, -11.94747, 11.42913], [16.48138, -14.31708, 11.27482], [15.00564, -15.32003, 9.45667], [14.28721, -13.89751, 7.57824], [14.39104, -11.60694, 7.75403], [26.81700, -7.90614, 17.49210], [26.40140, -9.02684, 17.74847], [27.15987, -9.99428, 17.77087], [24.96928, -9.17310, 18.12419], [24.59096, -10.34771, 18.76498], [23.25119, -10.41693, 19.21935], [22.35845, -9.34443, 19.02254], [22.77834, -8.18755, 18.38511], [24.10619, -8.12094, 17.98116], [25.33006, -11.10764, 18.97146], [23.05415, -11.27693, 19.84224], [21.38144, -9.36934, 19.48215], [22.07727, -7.36791, 18.32954], [24.52065, -7.32286, 17.38311], [18.82887, -15.85566, 16.71292], [18.25362, -14.65715, 16.27583], [18.43930, -13.61948, 17.17045], [17.92638, -12.26163, 16.62185], [18.83612, -11.69784, 15.70582], [18.57335, -10.36976, 15.34366], [19.80811, -15.65377, 17.14703], [18.91965, -16.52487, 15.85734], [18.26308, -16.27081, 17.54695], [19.50969, -13.58162, 17.37280], [17.94413, -13.90434, 18.09876], [17.56876, -11.60005, 17.41083], [17.05734, -12.38751, 15.97608], [18.30846, -9.72309, 16.18016], [17.84267, -10.25771, 14.54262], [19.48873, -10.00188, 14.88014]], "forces_ev_per_angstrom": [[2.1, 0.4, -0.2], [-1.8, -0.7, 1.3], [0.3, 0.7, -0.2], [1.4, -0.4, -0.1], [-0.3, 1.3, 0.6], [0.8, -0.9, -1.5], [-0.8, -0.4, 1.1], [-1.3, -0.5, -2.0], [-0.7, 0.5, 0.9], [-0.2, -0.4, -0.2], [0.2, 0.1, 0.0], [-0.1, 0.2, 0.1], [0.1, 0.1, 0.1], [0.3, -0.1, 0.2], [-0.1, -1.1, 0.5], [-1.4, 0.7, -0.1], [1.7, 0.2, 0.4], [1.2, 0.1, 0.7], [-1.6, 0.3, -1.4], [-0.7, 0.0, 0.9], [0.7, 0.2, -1.9], [0.0, -0.8, 1.2], [-0.2, 0.5, -0.8], [0.5, -0.2, 0.1], [0.0, 0.0, 0.1], [0.0, 0.3, 0.2], [-0.2, 0.0, 0.0], [-0.1, -0.1, 0.1], [-1.0, -0.5, 0.6], [-0.6, -0.5, -0.2], [1.5, 0.7, -0.4], [2.3, -1.3, 1.5], [-0.4, -0.6, 1.3], [-2.0, 1.5, -1.2], [1.7, 0.6, -1.3], [-3.3, 0.8, -1.2], [0.7, -0.4, 0.5], [0.7, -0.2, 0.0], [0.0, -0.2, 0.0], [0.2, 0.1, 0.0], [0.2, -0.1, 0.2], [0.0, 0.1, 0.1], [0.1, -1.4, 0.2], [1.6, 2.5, 1.3], [-1.2, -0.9, -1.0], [-0.8, 0.8, -0.6], [0.4, -0.5, -0.2], [0.1, 0.1, 1.0], [0.0, -0.6, -0.3], [-1.6, -0.1, -0.3], [1.0, -0.1, -0.2], [-0.1, 0.0, 0.2], [0.2, -0.1, -0.1], [0.3, -0.1, 0.1], [0.0, 0.1, -0.1], [-0.1, 0.1, 0.2], [1.5, 0.1, 2.4], [-2.3, -0.8, -2.3], [1.5, 0.6, -0.2], [0.8, 0.4, 1.3], [1.0, 0.2, 0.0], [-0.4, -0.9, -0.8], [-0.2, 0.4, 2.3], [0.6, 0.3, -1.1], [-1.6, 0.0, -1.3], [-0.9, 0.1, -0.4], [0.3, 0.3, 0.0], [0.1, -0.2, 0.4], [-0.2, -0.2, -0.3], [-0.2, -0.3, 0.0], [-0.4, -1.3, 0.7], [-1.8, 1.6, -0.4], [1.6, -0.9, 0.0], [0.5, -0.9, 0.3], [-0.1, -0.3, -0.5], [-0.4, 0.7, 0.6], [0.5, 0.5, -0.8], [-0.1, 0.1, -0.7], [0.0, -0.2, 0.5], [0.1, 0.5, 0.0], [-0.3, 0.1, -0.2], [0.2, 0.1, 0.1], [0.0, -0.1, 0.2], [0.0, 0.4, 0.2], [-0.4, 0.6, -0.8], [-2.6, -1.2, 1.1], [2.5, 0.8, -0.1], [-0.1, 1.0, -0.8], [1.6, 0.4, 0.2], [-0.6, -1.3, 0.6], [0.1, 0.5, -0.6], [1.1, -1.3, 0.9], [-1.4, 0.1, -0.7], [0.1, 0.0, 0.2], [0.0, 0.3, -0.3], [-0.2, 0.1, 0.1], [-0.1, 0.1, 0.0], [-0.1, -0.2, 0.1], [-0.2, -0.1, 1.2], [0.3, -0.5, -1.4], [-0.1, 0.1, -0.3], [-0.3, -2.1, 0.1], [-0.5, 1.6, -0.9], [-1.2, -1.3, -0.2], [0.5, -0.2, -0.7], [0.9, 0.2, 1.1], [0.6, 1.6, 0.2], [0.0, 0.4, -0.1], [0.1, -0.1, 0.0], [0.4, -0.2, 0.5], [-0.4, -0.3, 0.3], [0.2, 0.8, 0.2], [-0.8, -0.2, 0.0], [1.4, 0.4, 0.0], [-1.3, 0.2, 0.1], [0.3, -1.3, 0.8], [-1.1, 0.7, 0.1], [1.3, 0.4, -0.2], [0.7, -0.7, 0.6], [0.4, -0.6, 0.5], [0.1, 0.8, -1.4], [-0.2, -0.1, -0.1], [-0.6, 0.0, -0.1], [-0.2, -0.2, -0.1], [0.2, 0.2, -0.4], [-0.3, 0.6, 0.3], [0.2, 0.3, 0.3], [-0.5, -0.2, -1.5], [0.0, 0.9, 0.1], [-0.7, -1.1, -1.0], [1.1, 0.1, 0.8], [0.6, 0.2, -0.7], [0.5, -0.1, -0.2], [-0.1, -0.1, 0.2], [-0.4, -0.4, -0.1], [0.3, 0.6, 0.3], [-0.3, 0.4, 0.4], [0.6, 0.3, 0.3], [-0.7, -0.8, 0.5], [-0.1, -0.1, 0.2], [-0.6, -0.3, 0.1], [0.2, 0.1, 0.2]]}

=====

(2)
{"formula": "C3H9N2O", "method": "ωB97M-V/def2-TZVPD", "homo_energy_ev": -13.8068, "gap_ev": 10.29, "multiplicity": 1, "de_lowest_kj_mol": 529.9, "total_energy_ev": -8273.582, "total_charge": 1, "species": ["C", "C", "C", "N", "N", "O", "H", "H", "H", "H", "H", "H", "H", "H", "H"], "coordinates": [[0.23080, 0.32709, -0.65812], [-1.72839, -0.94228, -1.42447], [1.77695, 1.21683, 0.83257], [-0.88390, -0.22669, -0.54645], [2.05339, 0.32830, 1.74840], [-1.47314, -0.13737, 0.72355], [0.46443, 0.35931, -1.66812], [-2.13334, -1.75850, -0.79713], [-1.21816, -1.32207, -2.35629], [-2.55461, -0.17310, -1.64481], [1.32921, 2.10888, 1.10389], [2.44755, 1.37232, -0.03476], [-2.23508, -0.82325, 0.76688], [1.52580, 0.22785, 2.57780], [2.39850, -0.55731, 1.37706]], "forces_ev_per_angstrom": [[0.9, 1.4, 1.6], [-2.0, 0.3, -1.6], [0.7, -0.6, -2.0], [0.1, 0.0, 2.4], [0.6, -1.4, -1.3], [-1.5, -1.4, 0.3], [1.0, -0.2, -2.0], [0.1, 0.0, -1.0], [-0.5, 0.6, 1.2], [0.8, -1.6, -0.1], [-1.3, 1.4, 0.7], [-0.5, -0.7, 0.6], [1.8, 1.6, -0.1], [-0.7, 0.2, 0.8], [0.4, 0.4, 0.6]]}